C24H47ClGaI2N2O2 | ωB97M-V/def2-TZVPD

Net charge ... -1
<S²> ... 2.008
Gap between HOMO and LUMO (alpha / beta) ... 6.710 / 6.119 eV
E_HOMO (alpha / beta) ... -5.06 / -5.06 eV
DFT total energy ... -4182.88547 a.u.
Multiplicity ... 3

Each line ends with the Mulliken spin population.
Positions of all 79 atoms, in Å:
1 C -7.1931 -5.0555 1.4830  0.000
2 C -7.7745 -5.0118 0.0694  0.000
3 I -9.4785 -3.6918 -0.2013  0.000
4 C -7.2456 -5.7189 -0.9076  0.000
5 I -8.0973 -5.5678 -2.8902  0.000
6 Ga -5.6367 -6.9691 -0.5328  0.000
7 C -3.9267 -5.9185 -0.1129  0.001
8 C -3.3462 -5.0779 -1.2634  0.004
9 C -4.3865 -4.2733 -2.0613  0.000
10 Cl -2.3842 -6.0688 -2.4539  0.000
11 H -7.9705 -4.6338 2.1415  0.000
12 H -6.3363 -4.3723 1.5779  0.000
13 H -6.9539 -6.0732 1.8040  0.000
14 H -6.0006 -7.7992 0.8153  0.000
15 H -5.4868 -8.0612 -1.6959  0.000
16 H -4.1073 -5.2771 0.7665  0.000
17 H -3.1775 -6.6672 0.1957  0.000
18 H -2.6465 -4.3539 -0.8161  -0.002
19 H -4.8052 -4.8873 -2.8714  0.000
20 H -5.1672 -3.8434 -1.4220  0.000
21 H -3.8567 -3.4516 -2.5775  0.000
22 C 1.1496 -1.4532 -2.2846  0.018
23 C 0.0700 -1.4666 -1.1773  0.036
24 C -0.2079 -0.0331 -0.7077  0.030
25 C 0.8818 0.5429 0.1938  -0.015
26 C 1.1838 -0.4063 1.3504  0.023
27 C 1.5154 -1.8287 0.8876  0.021
28 N 0.5003 -2.3632 -0.0639  0.330
29 O -0.5546 -2.7012 0.6193  0.598
30 C 2.9173 -1.8449 0.2438  0.015
31 C 1.6633 -2.7291 2.1181  -0.006
32 C -1.1858 -1.9947 -1.8787  -0.037
33 H 1.6195 -2.4325 -2.3890  -0.012
34 H 0.7119 -1.2087 -3.2532  0.001
35 H 1.9279 -0.7085 -2.1187  0.002
36 H -1.1558 -0.0062 -0.1588  0.007
37 H -0.3420 0.6191 -1.5747  -0.001
38 H 1.7885 0.7470 -0.3811  0.011
39 H 0.5553 1.5054 0.5895  -0.017
40 H 2.0120 -0.0059 1.9421  -0.003
41 H 0.3161 -0.4279 2.0192  0.005
42 H 3.1313 -2.8190 -0.2007  -0.009
43 H 3.6832 -1.6555 0.9983  0.000
44 H 3.0621 -1.0823 -0.5174  0.002
45 H 0.7730 -2.7270 2.7463  -0.001
46 H 2.4890 -2.3826 2.7419  0.001
47 H 1.8751 -3.7603 1.8279  -0.001
48 H -1.0479 -3.0242 -2.2181  0.004
49 H -1.4167 -1.3841 -2.7527  -0.001
50 H -2.0668 -1.9605 -1.2383  0.004
51 C 1.7754 6.6131 1.4958  0.012
52 C 2.2186 5.1313 1.4987  0.021
53 C 3.5402 4.9866 2.2640  0.020
54 C 4.7596 5.4748 1.4857  -0.019
55 C 4.8095 4.8340 0.1014  0.017
56 C 3.5122 5.0195 -0.6922  0.031
57 N 2.3077 4.6282 0.0959  0.352
58 O 2.2485 3.3288 0.1261  0.574
59 C 3.3984 6.4866 -1.1557  0.006
60 C 3.6134 4.2257 -1.9985  -0.006
61 C 1.1244 4.4079 2.2919  -0.015
62 H 1.0638 6.8104 0.6926  -0.011
63 H 1.2763 6.8732 2.4300  0.001
64 H 2.6063 7.3113 1.4042  0.001
65 H 3.6988 3.9340 2.5227  0.004
66 H 3.4762 5.5256 3.2126  0.000
67 H 4.7519 6.5657 1.4034  -0.001
68 H 5.6681 5.2209 2.0370  0.001
69 H 5.6496 5.2486 -0.4614  -0.001
70 H 5.0207 3.7658 0.2198  0.005
71 H 2.4292 6.6747 -1.6216  -0.007
72 H 4.1656 6.7099 -1.8988  0.000
73 H 3.5420 7.2137 -0.3604  0.001
74 H 3.8141 3.1679 -1.8302  0.001
75 H 4.4327 4.6072 -2.6092  0.000
76 H 2.6950 4.3113 -2.5829  0.001
77 H 0.1620 4.4642 1.7787  0.001
78 H 1.0078 4.8666 3.2743  0.000
79 H 1.3608 3.3581 2.4654  0.003

Cartesian forces (eV/Å) of the 6 atoms listed first:
C -1.221 1.078 0.116
C 0.186 0.013 0.278
I 0.344 -0.114 0.441
C -0.211 -0.044 -0.769
I 0.468 -0.275 0.481
Ga 0.299 -0.687 0.088